(1)
Formula: C32H26N6OSTi
Source: the OMol25 dataset
Level of theory: ωB97M-V/def2-TZVPD

Structure (XYZ):
```
67
Properties=species:S:1:pos:R:3:lowdin_charge:R:1
Ti -0.912 -1.316 0.314 0.827
N -4.194 -2.336 3.096 0.079
C -3.445 -2.112 1.987 -0.831
S -1.872 -2.902 1.934 0.660
N -3.932 -1.335 1.073 0.023
N -3.029 -1.138 0.035 -0.132
C -3.553 -0.625 -1.018 -0.054
C -2.857 -0.440 -2.276 -0.144
C -3.510 0.202 -3.335 -0.034
C -2.921 0.288 -4.578 -0.083
C -1.672 -0.298 -4.788 -0.063
C -1.011 -0.952 -3.767 0.000
C -1.594 -1.001 -2.502 -0.284
O -0.945 -1.609 -1.497 -0.185
H -3.953 -3.098 3.701 0.077
H -5.149 -2.017 3.085 0.100
H -4.604 -0.346 -0.965 0.138
H -4.492 0.627 -3.164 0.115
H -3.427 0.795 -5.387 0.101
H -1.208 -0.237 -5.764 0.107
H -0.036 -1.395 -3.910 0.111
N -3.043 4.872 4.036 0.140
C -2.702 3.938 3.459 -0.194
C -2.274 2.775 2.727 -0.242
C -2.277 2.799 1.333 -0.027
C -1.883 1.678 0.626 -0.101
C -1.454 0.515 1.270 -0.222
C -1.458 0.518 2.669 -0.126
C -1.873 1.623 3.394 -0.028
H -2.596 3.693 0.813 0.117
H -1.914 1.723 -0.459 0.101
H -1.157 -0.367 3.222 0.081
H -1.892 1.597 4.476 0.118
C 5.131 2.575 2.005 -0.099
C 4.926 1.958 0.778 -0.083
C 3.784 1.209 0.544 -0.025
C 2.812 1.062 1.537 -0.199
C 3.044 1.673 2.771 -0.045
C 4.182 2.426 3.005 -0.089
C 1.553 0.296 1.392 -0.107
C 0.841 -0.039 0.311 -0.175
C 1.260 0.402 -1.046 -0.264
C 1.892 -0.472 -1.934 -0.073
C 2.301 -0.038 -3.183 -0.100
C 2.057 1.271 -3.587 -0.096
C 1.411 2.140 -2.721 -0.072
C 1.021 1.711 -1.459 -0.031
H 6.023 3.162 2.177 0.098
H 5.662 2.063 -0.009 0.101
H 3.653 0.742 -0.421 0.101
H 2.304 1.563 3.556 0.110
H 4.328 2.900 3.967 0.100
H 1.144 0.018 2.366 0.097
H 2.075 -1.497 -1.630 0.110
H 2.810 -0.723 -3.851 0.103
H 2.370 1.607 -4.567 0.098
H 1.220 3.163 -3.021 0.103
H 0.549 2.402 -0.772 0.115
N 1.571 -4.860 0.084 0.079
C 2.534 -4.154 0.771 -0.064
C 1.997 -2.929 0.999 -0.100
N 0.725 -2.880 0.472 -0.058
C 0.504 -4.059 -0.067 -0.192
H 1.637 -5.805 -0.249 0.158
H 3.489 -4.575 1.021 0.116
H 2.433 -2.074 1.485 0.105
H -0.402 -4.358 -0.568 0.135
```

Calculated values
energy above the lowest of the compared OMol25 structures with the same formula, charge and spin: 0.0 kJ/mol
LUMO energy: -0.002 Eh
electronic energy: -78545.791 eV

=====

(2)
Formula: C32H27BrCl3KN3O5
Source: the OMol25 dataset
Level of theory: ωB97M-V/def2-TZVPD

Structure (XYZ):
```
72
Properties=species:S:1:pos:R:3:lowdin_charge:R:1
K -0.078 -0.181 -0.571 0.812
Cl -2.714 0.807 6.416 0.617
C -2.019 0.207 4.943 -0.712
C -1.447 1.092 4.043 -0.154
C -0.866 0.602 2.894 -0.577
Cl -0.213 1.705 1.743 0.753
C -0.806 -0.786 2.567 -0.553
O -0.226 -1.233 1.536 -0.275
C -1.472 -1.610 3.516 -0.618
Cl -1.570 -3.293 3.142 0.681
C -2.058 -1.149 4.675 -0.170
H -1.462 2.155 4.224 0.099
H -2.545 -1.833 5.351 0.097
Br 4.901 -4.546 -4.852 0.666
C 4.309 -3.434 -3.409 -0.678
C 5.151 -3.273 -2.325 -0.155
C 4.740 -2.442 -1.293 -0.076
C 3.526 -1.783 -1.370 -0.014
C 2.684 -1.979 -2.458 -0.113
C 3.078 -2.816 -3.490 -0.074
C 1.332 -1.263 -2.488 -0.738
O 0.327 -1.962 -2.659 -0.019
O 1.373 -0.037 -2.289 -0.163
H 6.108 -3.779 -2.282 0.090
H 5.387 -2.303 -0.437 0.100
H 3.202 -1.107 -0.594 0.092
H 2.423 -2.971 -4.332 0.111
C -4.580 -0.195 2.070 -0.056
O -4.754 0.309 0.766 -0.091
C -4.062 -0.289 -0.258 -0.204
C -3.522 -1.563 -0.227 -0.003
C -2.885 -2.070 -1.350 -0.071
C -2.799 -1.326 -2.512 -0.077
C -3.308 -0.041 -2.544 -0.012
C -3.917 0.494 -1.416 -0.191
N -4.474 1.777 -1.383 0.117
C -4.016 2.919 -1.913 -0.010
C -2.762 3.221 -2.407 -0.138
C -2.598 4.417 -3.169 -0.070
C -1.406 4.753 -3.719 -0.112
C -0.280 3.906 -3.542 -0.073
C -0.357 2.794 -2.776 0.018
C -1.571 2.420 -2.094 -0.353
O -1.589 1.521 -1.243 -0.119
H -5.069 -1.165 2.204 0.098
H -5.045 0.541 2.727 0.099
H -3.520 -0.281 2.318 0.079
H -3.583 -2.159 0.670 0.106
H -2.442 -3.052 -1.311 0.116
H -2.299 -1.732 -3.375 0.106
H -3.230 0.563 -3.435 0.128
H -5.254 1.846 -0.741 0.152
H -4.770 3.704 -1.950 0.133
H -3.469 5.040 -3.327 0.103
H -1.303 5.653 -4.308 0.091
H 0.653 4.171 -4.021 0.104
H 0.483 2.132 -2.635 0.099
C 3.457 -2.073 3.779 -0.028
C 3.508 -0.924 2.840 -0.312
C 4.497 0.009 2.596 -0.007
C 3.960 0.869 1.624 -0.371
N 2.739 0.480 1.302 0.062
N 2.479 -0.599 2.034 0.046
C 4.564 2.074 0.992 -0.039
H 4.451 -2.289 4.161 0.072
H 3.070 -2.958 3.278 0.080
H 2.800 -1.847 4.622 0.079
H 5.465 0.069 3.054 0.094
H 1.568 -1.046 1.932 0.110
H 5.619 2.164 1.241 0.067
H 4.042 2.966 1.337 0.072
H 4.448 2.012 -0.088 0.075
```

Calculated values
energy above the lowest of the compared OMol25 structures with the same formula, charge and spin: 128.8 kJ/mol
net charge: -1
LUMO energy: 0.062 Eh
electronic energy: -172268.624 eV

=====

(3)
Formula: C32H27ClF3FeN9O6PS
Source: the OMol25 dataset
Level of theory: ωB97M-V/def2-TZVPD

Structure (XYZ):
```
81
Properties=species:S:1:pos:R:3:lowdin_charge:R:1
Fe -0.072 1.405 -0.648 0.240
C -1.038 -2.109 -4.704 -0.028
N -0.692 -0.864 -4.043 -0.122
C -0.307 0.296 -4.659 -0.031
C -0.048 1.202 -3.670 -0.083
N -0.272 0.604 -2.465 -0.016
C -0.655 -0.635 -2.709 -0.455
P -1.022 -1.813 -1.379 1.195
C 0.466 -1.488 -0.374 -0.442
N 0.844 -0.288 0.034 0.039
C 1.966 -0.465 0.790 -0.100
C 2.274 -1.794 0.835 -0.041
N 1.321 -2.436 0.089 -0.111
C 1.252 -3.869 -0.151 -0.020
C -2.117 -0.701 -0.445 -0.431
N -1.818 0.551 -0.140 0.004
C -2.893 1.064 0.525 -0.092
C -3.860 0.106 0.614 -0.043
N -3.366 -1.007 -0.010 -0.112
C -4.057 -2.273 -0.163 -0.033
H -0.603 -2.105 -5.700 0.096
H -0.619 -2.945 -4.151 0.069
H -2.119 -2.219 -4.786 0.093
H -0.247 0.372 -5.731 0.124
H 0.288 2.223 -3.728 0.118
H 2.507 0.366 1.212 0.121
H 3.081 -2.327 1.306 0.130
H 2.240 -4.294 0.005 0.098
H 0.545 -4.345 0.527 0.091
H 0.953 -4.055 -1.180 0.073
H -2.905 2.084 0.870 0.103
H -4.837 0.117 1.063 0.125
H -5.073 -2.155 0.202 0.094
H -4.091 -2.566 -1.212 0.084
H -3.564 -3.056 0.411 0.078
F -0.758 6.893 0.287 0.142
C -1.537 6.022 0.955 -0.596
F -2.600 5.768 0.185 0.117
F -2.001 6.686 2.042 0.115
C -0.782 4.790 1.367 -0.111
C -0.169 4.779 2.605 -0.001
C 0.574 3.679 3.008 -0.066
C 0.632 2.597 2.157 -0.127
N 0.001 2.571 0.992 -0.021
C -0.645 3.670 0.525 -0.639
S -1.169 3.446 -1.097 0.747
H -0.283 5.631 3.261 0.125
H 1.065 3.657 3.970 0.105
H 1.154 1.693 2.443 0.096
Cl -1.991 1.506 4.444 0.734
C -2.829 0.054 3.998 -0.604
C -4.176 -0.036 4.278 -0.116
C -4.875 -1.204 3.989 -0.083
C -4.206 -2.291 3.427 -0.100
C -2.865 -2.200 3.140 -0.063
C -2.116 -1.022 3.401 -0.327
C -0.758 -0.963 3.083 0.089
H -4.676 0.807 4.734 0.106
H -5.930 -1.268 4.220 0.104
H -4.743 -3.209 3.222 0.106
H -2.339 -3.044 2.708 0.110
H -0.272 -1.819 2.635 0.059
H -0.172 -0.078 3.266 0.029
O 3.661 2.908 -0.355 0.046
C 2.971 2.090 -0.953 -0.612
O 1.734 2.137 -1.208 -0.095
C 3.682 0.806 -1.417 -0.086
C 2.996 -0.179 -2.111 0.063
C 3.618 -1.389 -2.360 -0.115
C 4.922 -1.654 -1.983 0.077
C 5.588 -0.637 -1.328 -0.109
C 4.998 0.580 -1.033 0.086
N 6.980 -0.889 -0.898 -0.352
O 7.469 -1.963 -1.187 0.076
O 7.555 0.003 -0.315 0.095
N 2.848 -2.475 -2.987 -0.323
O 3.412 -3.522 -3.218 0.094
O 1.675 -2.260 -3.254 0.044
H 1.972 -0.004 -2.404 0.102
H 5.394 -2.602 -2.180 0.129
H 5.528 1.352 -0.494 0.135
```

Calculated values
expectation value of S²: 0.793
energy above the lowest of the compared OMol25 structures with the same formula, charge and spin: 0.0 kJ/mol
spin multiplicity: 2
LUMO energy (alpha / beta): -0.037 / -0.046 Eh
electronic energy: -134501.678 eV

=====

(4)
Formula: C32H27CoN4OS
Source: the OMol25 dataset
Level of theory: ωB97M-V/def2-TZVPD

Structure (XYZ):
```
66
Properties=species:S:1:pos:R:3:lowdin_charge:R:1
Co 0.221 2.866 -1.237 0.553
C -0.684 4.758 -1.922 -0.072
C 0.700 4.972 -1.868 -0.065
C 1.394 4.705 -0.683 -0.091
C 0.720 4.259 0.469 -0.062
C -0.651 4.033 0.409 -0.074
C -1.350 4.263 -0.796 -0.089
H -1.222 4.910 -2.847 0.135
H 1.236 5.307 -2.745 0.134
H 2.464 4.841 -0.652 0.119
H 1.277 4.047 1.370 0.133
H -1.177 3.625 1.260 0.130
H -2.399 4.013 -0.860 0.133
S 2.582 -1.785 -2.030 1.063
C 3.271 -0.304 -1.275 -0.443
C 4.605 -0.491 -0.901 -0.134
C 5.451 0.557 -0.599 -0.085
C 4.957 1.848 -0.717 -0.071
C 3.636 2.059 -1.051 -0.031
C 2.728 1.014 -1.297 -0.250
N 1.408 1.357 -1.477 0.039
C 0.365 0.444 -1.354 -0.388
C -1.116 -0.755 -0.798 -0.257
C -1.450 -2.212 -0.982 -0.122
C -2.829 -2.184 -1.613 -0.040
C -3.585 -1.067 -1.647 -0.068
C -3.159 0.329 -1.396 -0.023
C -1.871 0.485 -1.040 -0.210
H 4.986 -1.504 -0.884 0.095
H 6.476 0.371 -0.315 0.107
H 5.603 2.699 -0.541 0.110
H 3.264 3.066 -1.147 0.072
H -1.451 -2.849 -0.091 0.133
H -3.272 -3.123 -1.924 0.104
H -4.597 -1.178 -2.021 0.103
H -3.767 1.127 -1.799 0.098
C -4.205 -3.505 2.001 -0.033
C -2.933 -2.782 2.342 -0.272
C -2.898 -1.394 2.446 -0.020
C -1.712 -0.724 2.696 -0.023
C -0.533 -1.439 2.854 -0.259
N 0.690 -0.728 3.069 0.151
C 1.880 -0.969 2.474 -0.472
O 2.966 -0.664 2.881 0.140
N 1.793 -1.696 1.217 0.227
C 1.045 -1.447 0.170 -0.168
C 1.145 -2.371 -1.001 -0.405
C -0.115 -2.259 -1.850 -0.166
C -0.273 -0.742 -2.116 -0.039
N -0.805 1.348 -1.327 0.029
C 0.129 -0.356 0.042 -0.004
C -0.553 -2.825 2.800 -0.018
C -1.746 -3.482 2.543 -0.038
H -5.079 -2.888 2.205 0.083
H -4.298 -4.431 2.568 0.086
H -4.219 -3.760 0.939 0.081
H -3.812 -0.827 2.315 0.121
H -1.695 0.358 2.754 0.118
H 0.769 -0.146 3.891 0.169
H 2.564 -2.347 1.106 0.182
H 1.369 -3.386 -0.659 0.127
H -0.065 -2.907 -2.723 0.148
H -0.778 -0.468 -3.037 0.173
H 0.007 0.287 0.904 0.145
H 0.351 -3.393 2.982 0.123
H -1.755 -4.566 2.510 0.123
```

Calculated values
expectation value of S²: 0.775
energy above the lowest of the compared OMol25 structures with the same formula, charge and spin: 601.2 kJ/mol
net charge: +1
spin multiplicity: 2
LUMO energy (alpha / beta): -0.125 / -0.124 Eh
electronic energy: -90082.169 eV

=====

- Among the records above, which one has the highest electronic energy?
  C32H26N6OSTi

=====

- What is the energy above the lowest of the compared OMol25 structures with the same formula, charge and spin in the third record?
  0.0 kJ/mol